# 1
Molecular formula: C7H17NSi
Method: DFT, wB97M-V/def2-TZVPD

Geometry (Å):
C -2.691642 1.402132 0.261276
C -3.688011 0.578368 0.114821
C -3.528487 -0.922458 -0.096766
C -5.125316 1.027411 0.142343
C 3.832431 -0.144484 1.277402
C 4.339321 1.028770 -0.745016
C 0.889571 -1.361179 0.051379
N 3.336668 0.325849 0.010175
Si 1.665578 0.307395 -0.408263
H -1.628682 1.244262 0.268268
H -3.955109 -1.207076 -1.058319
H -2.478395 -1.205189 -0.082811
H -4.052343 -1.465745 0.687975
H -5.186899 2.107327 0.226803
H -5.644264 0.580433 0.988815
H -5.639128 0.717426 -0.765736
H 3.044336 -0.654023 1.827922
H 4.659542 -0.847061 1.118613
H 4.206811 0.686129 1.889261
H 4.698509 1.915666 -0.210140
H 5.196310 0.368530 -0.916781
H 3.939586 1.341205 -1.703826
H -0.109216 -1.431387 -0.367062
H 1.480372 -2.182250 -0.354350
H 0.802931 -1.511296 1.126710
H 1.580265 0.677539 -1.818216

Force components x, y, z for each atom (eV/Å):
0.250 -0.339 -0.052
-0.799 -0.413 -0.086
0.386 0.481 0.047
0.135 0.214 0.028
0.033 -0.064 0.073
0.100 0.067 0.010
0.264 0.120 -0.175
-0.224 -0.132 -0.199
-0.223 0.000 0.957
0.368 0.270 0.055
-0.055 -0.032 -0.032
0.017 -0.104 0.006
-0.054 -0.057 0.043
-0.091 0.107 0.021
-0.076 -0.068 0.069
-0.068 -0.052 -0.091
0.023 -0.041 0.095
-0.021 -0.002 0.102
-0.021 -0.056 0.047
0.039 0.030 -0.025
0.064 0.069 -0.087
0.011 0.057 -0.155
-0.191 0.038 -0.090
0.067 -0.092 -0.055
0.028 0.119 0.033
0.039 -0.119 -0.537

Summary:
energy relative to the best compared isomer or geometry (same formula, charge and spin) = 108.8 kcal/mol
molecular weight = 143.306 g/mol
charge = 0
E_LUMO (alpha / beta) = 0.00056 / 0.00052 Ha
E_HOMO (alpha / beta) = -8.8 / -6.5 eV

***

# 2
Molecular formula: C2H3BrClNO2S
Method: DFT, wB97M-V/def2-TZVPD

Geometry (Å):
C 1.422180 0.387948 -0.225246
C 0.215369 -0.194376 0.370975
N -0.116125 -1.551972 0.395501
O -1.225940 -1.836154 0.826671
O 0.697361 -2.262378 -0.133883
S -1.292886 0.542810 0.584013
Cl -1.008160 2.479068 0.156659
Br -4.071345 1.039287 -0.953649
H 2.343722 0.323396 0.410596
H 1.216750 1.341133 -0.524825
H 1.819069 -0.268759 -0.906813

Force components x, y, z for each atom (eV/Å):
1.036 -1.935 3.058
-0.997 1.165 0.010
1.074 1.098 -0.674
-0.455 -0.690 0.328
0.624 -2.006 -0.089
-1.100 0.403 0.541
0.474 0.392 0.008
0.254 -0.174 0.060
-1.015 0.668 0.491
-0.103 2.434 -1.044
0.207 -1.355 -2.690

Summary:
energy relative to the best compared isomer or geometry (same formula, charge and spin) = 48.6 kcal/mol
molecular weight = 220.475 g/mol
charge = 0
E_LUMO (alpha / beta) = -0.07813 / -0.12691 Ha
E_HOMO (alpha / beta) = -10.8 / -8.7 eV

***

# 3
Molecular formula: C3H9BS3
Method: DFT, wB97M-V/def2-TZVPD

Geometry (Å):
B -0.864571 0.381480 0.097141
C 0.150801 3.007199 0.056419
C 2.848328 -1.524304 0.392454
C -2.824456 -1.624447 -0.460212
S -1.393879 2.005700 0.225282
S 2.526776 0.103629 -0.304931
S -1.041355 -1.313803 -0.034120
H 0.917289 2.595176 0.705326
H -0.113902 4.018662 0.345661
H 0.478457 2.967620 -0.976536
H 2.935478 -1.445035 1.474836
H 3.781231 -1.890776 -0.029882
H 2.028892 -2.189133 0.126370
H -2.937848 -1.535048 -1.535055
H -3.459624 -0.917048 0.058292
H -3.031619 -2.639875 -0.141050

Force components x, y, z for each atom (eV/Å):
1.301 -0.165 -0.134
-0.168 -0.366 0.038
-0.310 0.401 0.235
0.470 0.132 0.116
-0.040 0.529 -0.030
-0.770 0.306 -0.020
-0.386 -0.372 -0.155
-0.019 -0.006 0.021
-0.014 0.075 0.000
-0.005 0.047 -0.025
0.049 -0.210 -0.029
0.020 -0.120 -0.052
0.103 -0.193 -0.010
-0.043 0.006 -0.033
-0.087 -0.004 0.053
-0.101 -0.060 0.024

Summary:
energy relative to the best compared isomer or geometry (same formula, charge and spin) = 74.5 kcal/mol
molecular weight = 152.118 g/mol
charge = 0
E_LUMO (alpha / beta) = -0.01724 / -0.04839 Ha
E_HOMO (alpha / beta) = -8.2 / -7.0 eV

***

# 4
Molecular formula: C6H13N2O
Method: DFT, wB97M-V/def2-TZVPD

Geometry (Å):
C -3.134646 0.360825 0.210875
C -1.833115 -0.094147 -0.436010
C -0.629733 0.376496 0.382275
N 0.632728 0.052522 -0.297214
C 0.989418 -1.368381 -0.368710
C 2.444506 -1.401947 0.040805
N 2.911347 -0.308614 0.434263
C 2.024598 0.757088 0.394376
O 2.308555 1.756602 -0.475005
H -3.979832 0.048085 -0.394421
H -3.246839 -0.073877 1.199542
H -3.161974 1.442965 0.299389
H -1.768378 0.324099 -1.442449
H -1.832898 -1.181834 -0.518689
H -0.682619 1.459017 0.511321
H -0.622746 -0.092818 1.368267
H 0.626927 0.482952 -1.228239
H 0.837145 -1.801482 -1.356039
H 0.405237 -1.942304 0.356557
H 3.039609 -2.299747 0.029225
H 1.753191 1.091214 1.405638
H 2.919521 2.413284 -0.115762

Force components x, y, z for each atom (eV/Å):
0.117 -0.081 -0.100
0.038 0.118 0.242
-0.822 0.000 0.026
1.552 0.938 0.315
0.084 -0.667 0.021
-0.370 0.137 -0.095
1.001 0.037 0.116
-1.534 -0.312 0.051
0.008 0.108 -0.416
-0.091 -0.005 -0.006
-0.063 -0.022 0.154
-0.061 0.140 0.040
0.072 -0.032 -0.094
0.078 -0.044 -0.082
0.155 -0.015 0.006
0.103 0.035 -0.025
0.003 -0.151 0.124
-0.082 0.101 -0.012
-0.074 0.092 -0.126
0.048 -0.255 -0.021
-0.127 -0.059 -0.232
-0.035 -0.062 0.117

Summary:
energy relative to the best compared isomer or geometry (same formula, charge and spin) = 27.6 kcal/mol
molecular weight = 129.183 g/mol
charge = +1
E_LUMO = -0.11252 Ha
E_HOMO = -15.1 eV

***

# 5
Molecular formula: C6H14N2O2
Method: DFT, wB97M-V/def2-TZVPD

Geometry (Å):
C 1.487992 2.845359 0.520891
N 2.021791 1.742909 1.284666
C 1.480396 0.452972 1.180860
C 2.432986 -0.596797 1.632089
O 0.593965 0.297867 0.343043
H 0.849541 2.449830 -0.267939
H 0.632513 3.347170 0.977356
H 2.344787 3.389034 0.111703
H 2.939197 1.811202 1.686751
H 2.853615 -0.599482 2.635966
H 1.953692 -1.593885 1.627709
H 3.171570 -0.519760 0.813938
C -3.375331 0.071934 -0.738823
N -2.104774 -0.586447 -0.494239
C -1.797089 -1.658456 -1.331055
C -0.441006 -2.230450 -1.336635
O -2.551014 -1.859038 -2.281432
H -3.297175 0.826524 -1.517550
H -4.108996 -0.630005 -1.114282
H -3.696865 0.364053 0.259216
H -1.305711 -0.182046 -0.019391
H -0.206797 -3.121654 -0.739501
H -0.148206 -2.467763 -2.354439
H 0.270917 -1.553072 -0.878902

Force components x, y, z for each atom (eV/Å):
-0.718 -0.746 -0.614
-0.969 -1.457 0.798
1.247 2.866 -2.297
-0.549 -1.875 0.057
-0.345 -0.678 1.543
0.836 -0.554 -0.764
0.917 0.942 0.969
-0.726 0.537 0.222
-0.090 0.204 0.213
0.245 0.948 -0.121
0.111 0.496 -0.572
0.120 -0.520 0.710
0.466 -0.307 0.828
0.728 -2.286 -0.737
-1.246 2.507 -1.436
1.747 -0.805 0.983
-0.053 -1.044 0.500
-0.041 0.525 0.315
0.147 -0.370 0.039
-0.363 0.890 -0.334
-0.487 0.246 0.146
-0.914 -0.170 -0.078
-0.123 0.122 -0.073
0.060 0.529 -0.299

Summary:
energy relative to the best compared isomer or geometry (same formula, charge and spin) = 40.2 kcal/mol
molecular weight = 146.190 g/mol
charge = 0
E_LUMO = 0.01734 Ha
E_HOMO = -8.7 eV

***

# 6
Molecular formula: C11H18MnN4
Method: DFT, wB97M-V/def2-TZVPD

Geometry (Å):
Mn 0.015131 -0.518331 0.260201
C 1.376540 -2.766893 -0.395681
C 2.225552 -1.638019 0.243954
N 1.834809 -0.321821 -0.377814
C 2.348548 1.001416 0.113025
C 1.179534 1.992670 0.146981
C 1.201478 3.371919 0.177946
C -0.024907 4.033600 0.235804
C -1.242329 3.352866 0.252291
C -1.202892 1.973721 0.220253
C -2.367855 0.964485 0.241041
N -1.845275 -0.321799 -0.329653
C -2.372728 -1.690549 -0.043826
C -1.164915 -2.658258 0.189753
N -0.015419 -2.312156 -0.690617
N -0.003144 1.369995 0.175763
H 1.389684 -3.641157 0.255912
H 1.829989 -3.064729 -1.340223
H 3.286552 -1.870817 0.143218
H 2.027228 -1.557112 1.321672
H 1.934649 -0.385811 -1.385935
H 3.166803 1.364859 -0.507404
H 2.738896 0.868897 1.123916
H 2.129276 3.926351 0.154275
H -0.033031 5.115676 0.255305
H -2.177771 3.893996 0.281448
H -3.226177 1.341624 -0.314320
H -2.685593 0.789516 1.270051
H -1.788642 -0.206602 -1.337383
H -3.004504 -2.035604 -0.861278
H -2.985938 -1.678611 0.855606
H -1.481903 -3.699412 0.101940
H -0.813270 -2.536637 1.228158
H -0.248387 -2.457258 -1.664375

Force components x, y, z for each atom (eV/Å):
-0.230 -0.389 -0.245
-0.008 -0.143 -0.100
-0.142 0.343 -0.033
0.266 -0.056 -0.536
0.051 0.049 0.052
-0.170 -0.169 -0.062
0.021 0.026 -0.050
0.036 0.095 -0.007
-0.055 -0.065 -0.067
0.222 -0.262 -0.070
0.144 0.168 0.066
0.140 0.299 -0.572
0.022 -0.108 0.085
-0.020 -0.160 0.239
-0.069 0.024 0.413
-0.170 0.223 0.866
-0.004 -0.003 -0.007
-0.008 -0.029 0.001
0.015 0.095 0.029
-0.016 0.032 0.047
0.165 0.051 -0.007
-0.001 -0.015 0.004
0.021 -0.006 0.003
-0.003 0.009 0.000
0.002 -0.001 0.007
-0.001 0.004 0.007
-0.007 -0.039 -0.003
-0.006 -0.011 0.007
-0.168 0.024 -0.016
0.043 0.031 -0.031
-0.009 0.015 0.004
-0.044 0.023 -0.011
-0.044 -0.084 -0.018
0.026 0.028 0.005

Summary:
molecular weight = 261.231 g/mol
multiplicity = 2
charge = +2
E_LUMO (alpha / beta) = -0.24975 / -0.24894 Ha
E_HOMO (alpha / beta) = -15.9 / -16.0 eV

***

Q: Among the records above, which one has the lowest molecular weight?
A: C6H13N2O

***

Q: Which of these has the lowest molecular weight?
A: C6H13N2O